1.
115
Properties=species:S:1:pos:R:3:forces:R:3 method="wB97M-V/def2-TZVPD" total_charge=+3 energy_ev=-162696.8571 lumo_ev=-8.93 fmax_ev_per_a=1.29
Pt 0.40599 0.01749 0.73415 -0.6 -0.6 0.5
C 1.81371 -0.48986 3.37384 0.0 -0.1 0.0
N 0.57051 0.14740 2.90221 -0.1 0.1 -0.2
C 0.32691 1.51387 3.39551 0.1 0.1 0.0
C 0.42267 2.45989 2.25589 -0.1 -0.1 0.0
N 0.26714 2.08572 0.99181 0.4 0.6 -0.5
C 0.21114 3.29802 0.24602 0.0 -0.3 0.1
C -0.06374 3.56724 -1.09009 -0.2 0.0 0.0
C -0.10843 4.88764 -1.48367 0.0 0.0 0.0
C 0.11520 5.93989 -0.58005 0.0 0.0 -0.1
C 0.36076 5.69077 0.75212 0.0 0.0 0.0
C 0.38379 4.35379 1.13273 0.0 0.1 0.1
N 0.51980 3.77816 2.39021 0.0 0.1 0.0
C 2.85322 -0.39870 2.32219 -0.1 -0.1 0.0
N 2.60140 -0.13721 1.05210 0.4 0.3 -0.1
C 3.86511 -0.26437 0.40048 -0.3 0.1 0.2
C 4.27992 -0.10442 -0.91556 0.0 0.0 0.0
C 5.60769 -0.31842 -1.21638 0.1 0.0 0.0
C 6.54051 -0.68277 -0.23330 0.0 0.0 -0.1
C 6.15840 -0.83018 1.07901 0.0 0.0 0.1
C 4.81470 -0.61063 1.36051 0.1 0.0 0.1
N 4.13301 -0.67265 2.56454 0.1 0.0 0.0
H 2.15621 -0.02796 4.30003 0.0 0.0 0.0
H 1.61291 -1.54162 3.58128 0.0 0.0 -0.1
H -0.19487 -0.46420 3.14340 0.0 0.0 0.3
H -0.67973 1.57637 3.81733 0.0 0.0 0.0
H 1.02753 1.78263 4.18561 0.0 -0.1 0.0
H -0.26514 2.78162 -1.79634 -0.1 0.0 0.0
H -0.32634 5.11954 -2.51816 0.0 0.0 0.0
H 0.07014 6.96209 -0.93169 0.0 0.0 0.0
H 0.50941 6.49153 1.46458 0.0 0.0 0.0
H 0.62948 4.27466 3.26173 0.0 0.0 0.0
H 3.59230 0.18733 -1.67839 0.1 0.1 0.0
H 5.94425 -0.19688 -2.23781 0.0 0.0 0.0
H 7.57397 -0.84244 -0.51014 0.0 0.0 0.0
H 6.86750 -1.09843 1.85154 0.0 0.0 0.0
H 4.52840 -0.91051 3.46091 0.0 0.0 0.0
C -2.90404 -0.47812 -0.68561 0.0 -0.1 -0.1
N -2.34789 0.21420 -1.80183 0.3 0.5 0.2
C -1.25190 -0.47124 -2.40187 0.0 -0.1 0.1
P 0.43993 -0.36485 -1.62978 0.0 0.2 -0.3
C 1.33059 0.99117 -2.43033 0.0 0.0 -0.1
C 2.12999 1.90717 -1.75552 0.1 0.0 0.0
C 2.83815 2.87647 -2.45315 0.0 0.0 0.0
C 2.74695 2.93984 -3.83350 0.0 0.0 0.0
C 1.95813 2.02253 -4.52337 0.0 0.0 0.0
C 1.26273 1.04893 -3.83131 -0.1 0.1 0.1
C 1.24138 -1.85634 -2.30954 0.3 -0.1 0.3
C 2.48496 -1.72528 -2.94646 -0.1 0.0 0.0
C 3.14073 -2.82578 -3.46894 0.0 0.0 0.0
C 2.58118 -4.08850 -3.35914 0.0 0.0 0.0
C 1.33454 -4.23573 -2.77006 -0.1 0.0 0.0
C 0.66527 -3.13723 -2.25914 0.0 0.2 0.0
C -2.88890 1.41728 -2.35604 0.0 -0.5 0.0
C -4.16974 1.84350 -2.01735 -0.2 0.1 0.0
C -4.69607 2.99470 -2.58345 0.0 0.0 0.0
C -3.97040 3.73313 -3.50796 0.0 0.0 0.0
C -2.70645 3.29826 -3.85977 0.1 -0.1 0.0
C -2.16328 2.15244 -3.28493 0.0 0.2 -0.1
P -1.99272 -0.27157 0.92073 -0.4 0.6 -0.1
C -2.61750 -1.55605 2.04406 0.1 0.0 0.3
C -3.60698 -2.41927 1.56836 -0.1 0.0 0.2
C -4.14477 -3.39088 2.40023 -0.1 0.0 -0.1
C -3.70351 -3.52730 3.70686 0.0 0.0 0.1
C -2.72436 -2.67441 4.19549 0.0 -0.1 0.0
C -2.18971 -1.70031 3.36794 -0.1 0.0 -0.2
C -2.70782 1.25782 1.59069 0.2 0.0 0.3
C -2.67015 2.41349 0.81157 -0.1 0.0 -0.1
C -3.26815 3.58462 1.24247 0.0 0.0 0.0
C -3.90310 3.61905 2.47865 0.0 0.0 0.0
C -3.95218 2.47659 3.26564 0.0 0.0 0.0
C -3.36401 1.29694 2.82836 0.1 0.1 0.0
H -2.88389 -1.54830 -0.88082 -0.1 0.0 -0.1
H -3.92340 -0.16953 -0.47033 0.0 0.0 0.0
H -1.11268 -0.15751 -3.43479 0.0 -0.1 0.0
H -1.44458 -1.54701 -2.40535 -0.1 0.0 -0.1
H 2.22576 1.86761 -0.67944 0.0 0.0 0.0
H 3.46435 3.57719 -1.91544 0.0 0.0 0.0
H 3.29810 3.69445 -4.38017 0.0 0.0 0.0
H 1.89822 2.05834 -5.60332 0.0 0.0 0.0
H 0.68674 0.32001 -4.39043 0.0 0.0 0.0
H 2.93475 -0.75800 -3.08523 0.0 0.0 -0.1
H 4.08799 -2.69105 -3.97456 0.0 0.0 0.0
H 3.10098 -4.94995 -3.75853 0.0 0.0 0.0
H 0.86757 -5.21081 -2.71830 0.0 0.0 0.0
H -0.31926 -3.29024 -1.85979 -0.2 0.0 0.2
H -4.79540 1.28100 -1.33731 0.0 0.0 0.0
H -5.69857 3.29992 -2.31211 0.0 0.0 0.0
H -4.39649 4.61757 -3.96147 0.0 0.0 0.0
H -2.12734 3.84355 -4.59536 0.0 0.0 0.0
H -1.16420 1.85713 -3.57591 0.0 0.0 0.0
H -3.98513 -2.34732 0.56010 0.0 0.0 0.0
H -4.91714 -4.04512 2.01705 0.0 0.0 0.0
H -4.13218 -4.28585 4.34873 0.0 0.0 0.0
H -2.39341 -2.75566 5.22249 0.0 0.0 0.0
H -1.47214 -1.02411 3.80804 -0.1 0.1 0.2
H -2.19932 2.39620 -0.15817 0.0 0.0 -0.1
H -3.24747 4.46184 0.60692 0.0 0.0 0.0
H -4.37749 4.53029 2.82004 0.0 0.0 0.0
H -4.46595 2.49482 4.21802 0.0 0.0 0.0
H -3.44439 0.41464 3.44624 0.0 0.0 0.0
Br 3.00490 -3.72194 0.60772 0.0 0.2 0.0
C 1.47300 -4.73351 1.08019 0.0 -0.1 0.0
C 1.69482 -6.06751 1.37635 0.0 -0.1 0.0
C 0.62460 -6.90624 1.66000 0.1 0.0 0.0
C -0.67445 -6.42095 1.63679 0.0 0.0 0.0
C -0.89483 -5.09332 1.32427 0.0 0.0 0.0
C 0.17042 -4.22895 1.05136 0.0 0.0 0.1
C -0.21709 -2.83972 0.74030 0.1 0.5 0.2
O -1.24764 -2.55919 0.14869 0.4 -0.3 -0.7
O 0.55666 -1.88179 1.22321 0.5 -1.1 -0.4
H 2.70450 -6.45422 1.37583 0.0 0.0 0.0
H 0.81340 -7.94746 1.88754 0.0 0.0 0.0
H -1.50760 -7.07476 1.85631 0.0 0.0 0.0
H -1.90098 -4.69430 1.30055 0.0 0.0 0.0

---

2.
58
Properties=species:S:1:pos:R:3:forces:R:3 method="wB97M-V/def2-TZVPD" total_charge=-1 energy_ev=-102729.0759 lumo_ev="2.42 / 2.30" fmax_ev_per_a=3.64 spin_multiplicity=3
V -0.92595 0.20753 0.12643 2.2 1.4 1.0
C -0.03386 3.32575 -2.21056 0.0 0.0 0.1
C -0.04380 1.82814 -2.52703 0.3 0.2 0.2
C 1.33031 1.21502 -2.38402 -0.2 0.0 0.1
C 2.13760 1.13323 -3.50869 0.0 0.0 0.0
C 3.40074 0.56969 -3.44282 0.0 0.0 0.0
C 3.84724 0.04994 -2.24322 0.0 0.1 -0.1
C 3.07595 0.11732 -1.08778 -0.2 0.0 0.1
C 3.59643 -0.60616 0.13319 0.1 0.2 0.0
C 4.77301 0.09909 0.81404 -0.1 -0.1 0.0
C 1.81786 0.74720 -1.15147 0.4 0.1 -0.5
N 0.97555 0.78898 -0.02254 1.2 0.4 0.1
C 1.41202 1.15289 1.14927 0.1 -0.1 0.0
C 0.64023 0.78472 2.27237 0.0 -0.1 0.3
C 0.77282 0.91017 3.65961 0.1 0.1 -0.2
C -0.28293 0.19376 4.21916 0.0 0.0 0.1
C -1.02509 -0.33296 3.15548 0.1 0.1 0.1
N -0.47686 0.02068 1.99074 0.2 -0.3 1.4
H -1.00901 3.76937 -2.41562 0.0 0.0 0.0
H 0.71533 3.83780 -2.81712 0.0 0.0 0.0
H 0.20284 3.49087 -1.15967 0.0 0.0 0.0
H -0.38452 1.67506 -3.55166 -0.1 -0.1 0.1
H -0.76966 1.34128 -1.86581 0.0 0.0 -0.3
H 1.75763 1.50583 -4.45311 0.0 0.0 0.0
H 4.01398 0.50090 -4.33250 0.0 0.0 0.0
H 4.80961 -0.44771 -2.19965 0.0 0.0 0.0
H 3.93163 -1.58997 -0.20140 -0.1 -0.1 0.1
H 2.79597 -0.77390 0.85077 0.0 -0.1 0.0
H 5.61724 0.19093 0.12875 0.0 0.1 0.0
H 5.10045 -0.47206 1.68408 0.0 0.0 0.0
H 4.50369 1.10153 1.15107 0.0 0.0 0.0
H 2.35060 1.69099 1.25635 0.1 -0.1 0.0
H 1.53844 1.46161 4.18198 0.0 0.0 0.0
H -0.48717 0.05498 5.26845 0.0 0.0 0.0
H -1.90783 -0.95261 3.19951 0.0 0.0 0.0
F -3.56044 2.17688 -0.60716 0.0 -0.1 -0.2
C -3.44955 2.42566 0.70741 0.3 -0.2 0.1
F -3.58456 1.23135 1.35257 0.1 -0.1 -0.1
F -4.49524 3.16521 1.05930 0.1 0.2 0.1
C -2.04255 3.04961 1.02271 -0.4 0.0 0.0
O -2.04254 4.16223 1.50520 0.2 0.0 0.0
O -1.06026 2.29924 0.70400 -0.9 -0.5 -0.6
C -1.93258 -4.71808 0.91937 0.1 -0.1 -0.1
O -1.24769 -3.47950 0.75413 -0.1 0.1 -0.1
C -0.26347 -3.42322 -0.16257 0.1 -0.2 0.3
S 0.39236 -4.75476 -0.88851 -0.2 -0.2 0.0
S 0.39298 -1.87434 -0.43137 0.2 0.4 0.0
H -2.67163 -4.55831 1.70351 0.0 0.1 0.0
H -1.23869 -5.50636 1.20703 0.0 0.0 0.0
H -2.42039 -4.99328 -0.01575 0.0 0.0 0.0
C -3.93519 -1.93402 0.51452 0.3 0.3 -0.3
S -3.25637 -1.56994 -1.10047 -1.2 -1.2 -0.6
O -2.70228 -2.77435 -1.64863 0.2 0.1 0.2
O -4.29631 -0.94954 -1.87340 0.2 0.3 0.2
O -2.16157 -0.54963 -0.80427 -3.1 -0.8 -1.7
H -4.47300 -2.87308 0.42256 0.0 0.0 0.0
H -4.61038 -1.12600 0.77577 0.0 0.1 0.1
H -3.11109 -2.01562 1.21754 0.0 -0.1 0.1

---

3.
54
Properties=species:S:1:pos:R:3:forces:R:3 method="wB97M-V/def2-TZVPD" total_charge=+3 energy_ev=-44990.1450 lumo_ev="-10.27 / -12.18" fmax_ev_per_a=1.20 spin_multiplicity=4
Re 0.24726 -0.21501 0.14498 -0.7 -0.8 0.5
C 3.19486 -2.33556 2.90431 0.0 0.0 0.0
C 2.30068 -2.93463 1.82345 0.1 0.0 0.0
C 1.97205 -4.40307 2.13883 0.0 0.0 0.1
C 1.00364 -2.17363 1.64028 0.0 0.2 0.0
C 0.70813 -0.98365 2.34087 0.1 0.1 0.0
C -0.60442 -0.44262 2.36371 -0.1 0.0 0.0
C -1.67351 -1.06549 1.69102 0.2 0.1 0.0
C -3.08310 -0.61919 1.86732 -0.1 0.0 0.0
C -1.32810 -2.12649 0.81229 0.1 0.2 -0.1
C -0.03037 -2.66060 0.79601 0.2 0.2 -0.1
H 4.08635 -2.94996 3.01118 0.0 0.0 0.0
H 2.69630 -2.31781 3.87514 0.0 0.0 0.0
H 3.53659 -1.32640 2.66114 0.0 0.0 0.0
H 2.84939 -2.90965 0.87696 -0.1 -0.1 0.0
H 1.38085 -4.48466 3.05201 0.0 0.0 0.0
H 2.90146 -4.94683 2.29671 0.0 0.0 0.0
H 1.44034 -4.90630 1.33199 0.0 0.0 0.0
H 1.45832 -0.52929 2.97528 0.0 0.0 0.0
H -0.79693 0.42271 2.98845 0.0 0.0 0.0
H -3.35533 0.15121 1.14193 0.0 0.0 0.0
H -3.23183 -0.20599 2.86367 0.0 0.0 0.0
H -3.76578 -1.45538 1.72165 0.0 0.0 0.0
H -2.09827 -2.58309 0.20237 0.0 0.0 0.0
H 0.15872 -3.52157 0.16523 0.0 0.0 0.0
C 2.62044 -1.73421 -1.46124 0.0 0.0 0.0
C 1.73161 -0.99855 -2.40615 0.0 -0.1 -0.1
C 1.99029 -1.05387 -3.77989 0.0 0.0 0.0
C 1.19918 -0.36916 -4.66491 0.0 0.0 0.0
C 0.12270 0.39911 -4.17800 0.0 0.0 0.1
C -0.72437 1.15870 -5.02473 0.0 0.0 0.0
C -1.75842 1.90056 -4.50806 0.0 0.0 0.0
C -1.99553 1.90577 -3.13022 0.0 0.0 0.0
C -1.18686 1.16110 -2.28309 0.1 0.0 0.0
S -1.51662 1.07017 -0.58869 0.0 0.0 -0.1
C -0.10859 0.40402 -2.79001 -0.1 0.1 -0.1
N 0.68755 -0.30715 -1.90863 0.1 0.1 -0.1
H 3.63143 -1.80136 -1.85988 0.0 0.0 0.0
H 2.26217 -2.75631 -1.31568 0.0 0.0 0.0
H 2.68330 -1.23060 -0.48928 0.0 0.0 0.0
H 2.83259 -1.63708 -4.12536 0.0 0.0 0.0
H 1.39850 -0.40738 -5.72904 0.0 0.0 0.0
H -0.54162 1.14181 -6.09175 0.0 0.0 0.0
H -2.39856 2.47774 -5.16066 0.0 0.0 0.0
H -2.81664 2.48399 -2.72426 0.0 0.0 0.0
C 3.47164 1.64001 1.08305 0.0 0.0 0.0
Te 1.41009 2.11737 0.88404 0.2 0.0 -0.1
C 1.59966 3.17586 -0.94890 0.0 0.0 0.0
H 3.98432 2.57398 1.30877 0.0 0.0 0.0
H 3.84790 1.21407 0.15656 0.0 0.0 0.0
H 3.59456 0.95075 1.91487 0.0 0.0 0.0
H 2.25241 2.61996 -1.61740 0.0 0.0 0.0
H 2.03314 4.14308 -0.70072 0.0 0.0 0.0
H 0.61080 3.31355 -1.37702 0.0 0.0 0.0